Below is a structure of composition C22H16MoN3O3, with properties calculated with ωB97M-V/def2-TZVPD.

The energy relative to the best compared isomer or geometry (same formula, charge and spin) is 0.00 kJ/mol. As for the charge: +1. For the HOMO-LUMO gap (alpha / beta), the calculation gives 6.78 / 6.78 eV. As for the HOMO energy (alpha / beta): -0.431 / -0.431 hartree. The spin multiplicity is 1.

Cartesian coordinates (Å):
Mo (0.1840, 0.6137, 0.1871)
C (-2.6014, 4.0120, 0.3397)
O (-3.6880, 3.0864, 0.2399)
C (-3.6382, 2.1306, -0.7145)
C (-4.7862, 1.9034, -1.4672)
C (-4.8351, 0.9150, -2.4391)
C (-3.7242, 0.1315, -2.6823)
C (-2.5638, 0.3203, -1.9274)
C (-1.4279, -0.5230, -2.1797)
N (-0.3391, -0.5420, -1.4848)
N (0.6565, -1.3910, -1.9736)
C (1.7557, -1.1740, -1.3503)
O (1.7801, -0.2166, -0.3897)
C (2.9946, -1.8991, -1.6170)
C (3.0086, -2.9152, -2.5742)
C (4.1827, -3.5985, -2.8265)
C (5.3410, -3.2743, -2.1290)
C (5.3274, -2.2654, -1.1769)
C (4.1552, -1.5750, -0.9176)
C (-2.5298, 1.3175, -0.9441)
O (-1.4133, 1.4659, -0.1875)
H (-3.0260, 4.9344, 0.7254)
H (-2.1597, 4.1990, -0.6403)
H (-1.8398, 3.6481, 1.0283)
H (-5.6423, 2.5350, -1.2698)
H (-5.7401, 0.7695, -3.0113)
H (-3.7424, -0.6353, -3.4455)
H (-1.4646, -1.2032, -3.0253)
H (2.1011, -3.1576, -3.1093)
H (4.1986, -4.3859, -3.5674)
H (6.2579, -3.8120, -2.3302)
H (6.2303, -2.0159, -0.6368)
H (4.1381, -0.7870, -0.1779)
N (0.7431, 0.7662, 7.2914)
C (0.5750, 0.6088, 6.1670)
C (0.3652, 0.4121, 4.7574)
C (0.8236, 1.3697, 3.8648)
C (0.5908, 1.1293, 2.5143)
C (-0.0593, -0.0109, 2.0759)
C (-0.5168, -0.9693, 2.9769)
C (-0.2999, -0.7481, 4.3202)
H (1.3334, 2.2551, 4.2165)
H (0.9565, 1.9018, 1.7944)
H (-1.0256, -1.8614, 2.6388)
H (-0.6365, -1.4645, 5.0574)